[1]
A structure of composition C20H25GeN4OPtS2 at a distorted geometry, computed with wB97M-V/def2-TZVPD.

```
! RIJCOSX wB97M-V def2-TZVPD def2/J DEFGRID3
* xyz 1 1
Pt -0.5686 -0.6602 -0.2857
Ge -1.4129 -3.1481 -1.9161
S -0.7397 6.9680 0.0416
S 1.9694 -0.1200 1.6675
O 0.4584 -0.3656 1.7493
N 0.3469 1.1521 -1.1740
N 0.2116 5.9899 -0.8171
N -1.7331 1.0332 0.4648
N -1.7057 5.8785 0.7338
C -1.1281 -5.0429 -2.2193
C 2.4907 0.0436 3.3818
C 3.3865 -2.1298 2.8117
C -0.1817 4.7528 -0.5529
C -1.8534 3.4083 0.7287
C -3.1689 -2.8444 -1.1257
C 0.0511 -2.5275 -0.7253
C -3.3826 1.9866 1.8885
C 2.7923 -1.7289 1.4608
C -2.9293 3.2554 1.6042
C -1.2817 2.2658 0.1872
C 1.3905 1.1561 -1.9920
C 1.5159 3.5397 -1.9667
C -0.1382 2.3280 -0.7300
C -1.2798 4.6890 0.3363
C 3.7352 -0.8227 3.5210
C -1.2752 -2.1907 -3.6029
C 0.4194 3.5437 -1.1035
C 2.0041 2.3334 -2.4146
C -2.7571 0.8918 1.2943
H 0.9814 -2.6877 -1.2778
H -0.2908 -2.3417 -4.0478
H -1.1994 -5.6036 -1.2878
H -2.0259 -2.5617 -4.3016
H 1.9600 4.4798 -2.2668
H -3.0851 -0.1217 1.4855
H 2.8498 2.2813 -3.0850
H -3.9441 -3.2400 -1.7830
H 4.5870 -0.3432 3.0319
H -4.2119 1.8245 2.5617
H 0.1143 -3.1063 0.2032
H -0.1422 -5.2088 -2.6531
H -1.4344 -1.1198 -3.4673
H -1.8810 -5.4229 -2.9111
H 4.2534 -2.7759 2.6852
H 2.0200 -2.3933 1.0772
H 3.9986 -0.9613 4.5685
H 2.6290 1.0971 3.6134
H -3.2520 -3.3431 -0.1593
H 1.7398 0.1868 -2.3226
H 1.6479 -0.3527 3.9528
H 3.5527 -1.5949 0.6916
H -3.3597 -1.7776 -0.9868
H -3.3890 4.1325 2.0405
H 2.6454 -2.6806 3.3929
*
```

Output
gap between HOMO and LUMO (spin up / spin down) = 7.4 / 7.4 eV
highest occupied orbital energy (spin up / spin down) = -10.915 / -10.913 eV
electronic energy = -4063.7525 hartree
E_LUMO (spin up / spin down) = -0.1306 / -0.1306 Ha
energy relative to the best compared isomer or geometry (same formula, charge and spin) = 41.0 kcal per mole

natural (NBO) atomic charge list, values in e, 4 entries:
1 Pt 0.932
2 Ge 1.547
3 S 0.977
4 S 1.211

[2]
A structure of composition C27H41Cl3GaN3O3Si at a distorted geometry, computed with wB97M-V/def2-TZVPD.

```
! RIJCOSX wB97M-V def2-TZVPD def2/J DEFGRID3
* xyz 0 1
Ga 0.0756 0.0195 0.7277
Cl -1.7334 -0.9885 1.4968
Cl 0.8556 5.1319 4.2451
Cl 0.7560 1.6435 2.0464
Si 1.9737 3.8540 5.4661
O -0.8004 0.6657 -0.8884
O 1.7702 0.1846 -0.6203
O 0.1703 -2.1184 -1.1754
N -0.9661 -3.5825 -2.4937
N 1.1873 -1.5641 1.4721
N 1.6207 1.8241 -2.2009
C 1.3656 2.2151 -3.5834
C 2.0395 -3.8671 2.3064
C -2.5331 2.9113 -2.5892
C -2.2006 -1.0117 -4.5768
C -2.5644 -0.0045 -2.4034
C -3.8746 -0.4893 -2.4146
C -0.8635 -2.7018 -1.4623
C -1.7272 -0.2795 -3.4792
C 1.2695 -4.5765 3.2451
C 0.2202 -3.9895 -3.2287
C -2.1334 0.8591 -1.2019
C 1.7921 0.5492 -1.8121
C -2.3798 2.3597 -1.3721
C 3.7047 -5.6453 2.4289
C 3.6792 3.8097 4.6637
C 1.5879 -2.6090 1.8151
C 3.2661 -4.4225 1.9059
C -2.2909 3.1378 -0.0959
C 2.9298 -6.3444 3.3569
C 1.7138 -5.7937 3.7695
C -4.3702 -1.1819 -3.5220
C -2.2064 -4.2634 -2.8284
C -2.7242 4.3743 -2.8526
C -3.5319 -1.4365 -4.6045
C 2.2537 4.3791 7.2416
C 0.8303 2.3489 5.4067
C 1.5755 2.9013 -1.2201
H -0.1004 2.6089 5.9278
H 3.2661 -7.3113 3.7525
H 0.3044 2.4857 -3.7302
H -1.4062 2.8058 0.4626
H 4.2027 4.7532 4.8766
H -5.4177 -1.4975 -3.5457
H -2.0921 -5.3490 -2.6677
H 2.8799 5.2726 7.3328
H 0.3283 -5.0820 -3.1655
H 1.1090 -6.3222 4.5105
H 0.5589 3.3217 -1.1848
H 1.2829 1.4621 5.8630
H 2.7737 3.5855 7.7961
H 0.1214 -3.7228 -4.2915
H 0.3195 -4.1599 3.5723
H 1.6261 1.3829 -4.2506
H 2.2717 3.6879 -1.5435
H -1.8133 -2.5717 -0.8967
H 3.5729 3.6996 3.5793
H 1.9513 -0.1612 -2.6575
H -2.4636 -4.0885 -3.8855
H 1.3254 4.5729 7.7861
H 1.8551 2.5166 -0.2354
H -3.9091 -1.9760 -5.4809
H -2.5749 4.9846 -1.9522
H -4.4976 -0.2795 -1.5533
H 1.1020 -3.5004 -2.8045
H -2.5899 2.2756 -3.4767
H 4.6647 -6.0660 2.1151
H 0.5925 2.1262 4.3607
H 3.8851 -3.8906 1.1876
H -2.2191 4.2156 -0.2648
H -2.7688 0.5743 -0.3440
H -0.7051 0.0863 -3.4620
H 4.2829 2.9802 5.0511
H -1.5335 -1.2087 -5.4176
H -3.0129 -3.8772 -2.1931
H -2.0003 4.7103 -3.6105
H -3.7271 4.5955 -3.2564
H 1.9785 3.0949 -3.8269
H -3.1607 2.9669 0.5555
*
```

Output
gap between HOMO and LUMO = 7.7 eV
highest occupied orbital energy = -8.124 eV
electronic energy = -5038.4745 hartree
E_LUMO = -0.0159 Ha
energy relative to the best compared isomer or geometry (same formula, charge and spin) = 0.0 kcal per mole

Mulliken atomic charge list, values in e, 4 entries:
1 Ga 0.850
2 Cl -0.507
3 Cl -0.339
4 Cl -0.619

[3]
A cluster of 4 separate species, C3H16NO3 in total at a distorted geometry, computed with wB97M-V/def2-TZVPD.

```
! RIJCOSX wB97M-V def2-TZVPD def2/J DEFGRID3
* xyz 1 1
O -2.9054 2.1126 1.6921
O -0.6317 0.5887 1.8963
O -1.2229 -1.6887 -1.7969
N 0.5535 0.2177 -0.4978
C 0.7695 1.2180 -1.5772
C 1.4122 -1.7951 0.6605
C 1.7681 -0.6664 -0.2812
H -1.1918 -1.8700 -2.7342
H 0.2913 0.6580 0.4148
H -0.2917 0.6391 2.8056
H 2.6469 -0.1077 0.0255
H -1.3556 1.2351 1.8208
H 0.7900 -2.5298 0.1633
H -2.7553 2.9325 1.1887
H 0.4082 0.7875 -2.5084
H 1.9882 -1.0419 -1.2791
H 2.3322 -2.2438 1.0570
H 1.8181 1.4801 -1.6043
H -0.1770 -0.4605 -0.6979
H -3.6044 2.2551 2.3639
H 1.0544 -1.4648 1.6392
H 0.1093 2.0594 -1.3824
H -1.8061 -2.3151 -1.3683
*
```

Output
gap between HOMO and LUMO = 12.7 eV
highest occupied orbital energy = -15.360 eV
electronic energy = -404.1553 hartree
E_LUMO = -0.0971 Ha
energy relative to the best compared isomer or geometry (same formula, charge and spin) = 5.5 kcal per mole

natural (NBO) atomic charge list, values in e, 4 entries:
1 O -0.974
2 O -0.993
3 O -0.979
4 N -0.544

[4]
A structure of composition C9H10AlN2O at a distorted geometry, computed with wB97M-V/def2-TZVPD.

```
! RIJCOSX wB97M-V def2-TZVPD def2/J DEFGRID3
* xyz -1 1
Al -0.2775 0.3235 0.3800
O -2.5062 2.9222 3.4321
N -0.2422 -1.4329 1.1498
N -1.2493 1.4567 1.7109
C -1.8886 2.2021 2.5863
C 1.7841 -2.6884 0.5239
C 0.5356 0.9927 -1.7481
C -0.0738 -0.2887 -1.8856
C -0.4798 1.9231 -1.3858
C -1.4589 -0.1552 -1.5895
C -1.7098 1.2153 -1.2803
C 1.1412 -1.5334 0.8605
C 1.7290 -0.1535 0.8444
H -2.6716 1.6394 -0.9865
H -0.7417 -2.3243 1.1876
H 1.8283 0.2665 1.8621
H 1.5921 1.2170 -1.8948
H 0.4497 -1.2226 -2.1015
H -2.1943 -0.9621 -1.5813
H 2.8621 -2.6900 0.3399
H -0.3310 2.9846 -1.1795
H 2.6486 -0.0436 0.2558
H 1.2540 -3.6484 0.4996
*
```

Output
gap between HOMO and LUMO = 7.1 eV
highest occupied orbital energy = -3.675 eV
electronic energy = -776.2160 hartree
E_LUMO = 0.1274 Ha
energy relative to the best compared isomer or geometry (same formula, charge and spin) = 15.4 kcal per mole

natural (NBO) atomic charge list, values in e, 4 entries:
1 Al 1.830
2 O -0.647
3 N -1.084
4 N -0.946

[5]
A structure of composition C2H5NO3 at a distorted geometry, computed with wB97M-V/def2-TZVPD.

```
! RIJCOSX wB97M-V def2-TZVPD def2/J DEFGRID3
* xyz 0 1
O 0.0325 0.6712 0.2014
O -2.2471 0.5749 -0.3979
O -1.7088 -0.5390 1.4573
N 1.6075 -0.6903 -0.8094
C -1.3993 0.0622 0.4849
C 0.5836 -0.6357 0.1033
H 1.5299 -0.1319 -1.6465
H -1.7608 0.9841 -1.1296
H 2.5580 -0.7209 -0.4587
H 0.7490 -1.1393 1.0507
H 0.0555 1.5647 1.1446
*
```

Output
gap between HOMO and LUMO (spin up / spin down) = 7.3 / 7.1 eV
highest occupied orbital energy (spin up / spin down) = -7.193 / -6.861 eV
electronic energy = -359.4927 hartree
E_LUMO (spin up / spin down) = 0.0055 / 0.0075 Ha
energy relative to the best compared isomer or geometry (same formula, charge and spin) = 136.0 kcal per mole

natural (NBO) atomic charge list, values in e, 4 entries:
1 O -0.589
2 O -0.657
3 O -0.543
4 N -0.824

[6]
A structure of composition C22H33BBr3ClIN2O5S at a distorted geometry, computed with wB97M-V/def2-TZVPD.

```
! RIJCOSX wB97M-V def2-TZVPD def2/J DEFGRID3
* xyz 1 1
I -0.1166 -1.9324 -2.1194
Br 0.8794 3.3500 4.0576
Br -0.2030 -4.2268 2.8834
Br 2.3688 0.6289 3.3967
Cl -5.3195 2.4158 0.5706
S -5.8044 0.4559 0.5482
O -6.7874 0.2627 -0.4618
O -6.0520 0.0042 1.8767
O 2.6566 -0.2979 -0.9433
O -2.4236 -4.0210 4.4710
O 3.4859 1.6198 -5.0039
N 0.2675 0.1024 1.6331
N 1.2280 1.6901 -1.2010
C -0.6217 -0.4923 2.4699
C 4.5678 0.6903 -5.1048
C -3.3634 -2.5117 -0.7681
C -0.2742 -1.0994 4.8241
C -4.2918 -0.2808 0.0058
C 1.0806 1.2382 2.0854
C 2.4643 2.5100 -1.0782
C -2.3693 -2.1815 2.9647
C 0.8085 1.6817 -2.6335
C 0.4253 -0.3049 0.3510
C -0.7596 -0.0618 3.9123
C 5.8159 1.2629 -4.4528
C 0.1830 2.4816 2.4653
C 0.1116 -1.9141 5.6078
C -1.8634 -3.4623 3.6119
C -2.2201 -3.0278 0.1218
C 4.1690 -0.6396 -4.4862
C -0.3836 -1.3217 -0.1321
C -4.4968 -1.8052 -0.0142
C -1.4207 -1.5129 2.0075
C 0.2382 3.5033 1.3463
C -1.3483 -1.9395 0.6687
B 1.5167 0.3730 -0.6543
H 3.3197 1.7561 -4.0658
H 1.0527 0.7533 -3.1441
H -5.4329 -2.0044 -0.5308
H 0.6837 -2.5131 6.2740
H -0.2176 0.8430 4.1533
H 4.9651 -1.3791 -4.5769
H -4.0425 0.0557 -0.9950
H -3.4923 -0.0250 0.6969
H -0.2581 1.8725 -2.7158
H 6.6622 0.5823 -4.5484
H 2.2092 3.5646 -1.1333
H -2.9930 -1.8480 -1.5447
H -3.2536 -2.4954 2.4243
H -4.6302 -2.1855 0.9927
H -3.7855 -3.3636 -1.2945
H -0.1652 3.0725 0.4322
H -2.6353 -3.6644 0.8915
H 1.3030 2.4957 -3.1544
H 4.7434 0.5586 -6.1724
H -0.8298 2.1564 2.6596
H 6.0826 2.2155 -4.9093
H -1.8094 0.1459 4.1175
H -0.2702 4.4171 1.6273
H -1.5842 -3.6727 -0.4816
H 3.2742 -1.0319 -4.9717
H -2.7121 -1.5262 3.7557
H 3.9401 -0.5084 -3.4234
H 2.9795 2.3248 -0.1382
H 3.1720 2.2845 -1.8764
H 2.9291 -0.8975 -0.2384
H 5.6385 1.4424 -3.3875
H 1.7315 1.5835 1.2989
H 1.2777 3.7539 1.1524
*
```

Output
gap between HOMO and LUMO = 7.9 eV
highest occupied orbital energy = -12.303 eV
electronic energy = -10246.5271 hartree
E_LUMO = -0.1618 Ha

natural (NBO) atomic charge list, values in e, 4 entries:
1 I 0.279
2 Br 0.066
3 Br -0.049
4 Br 0.110